1.
A structure of composition C32H35As3N2V, computed with the ωB97M-V functional and the def2-TZVPD basis.

Results
**Orbital gap (alpha / beta)**: 7.212 / 7.684 eV
**Multiplicity**: 4
**Energy relative to the best compared isomer or geometry (same formula, charge and spin)**: 67.0 kJ/mol
**Total charge**: +2

Last column: Löwdin spin population.
Element x y z (Å)
H  5.2199  4.8932  -1.9116  0.000
C  2.6534  3.0599  -0.6806  0.001
C  -1.1065  -2.6376  -2.7954  0.000
C  3.2653  -3.3264  1.1891  0.000
H  -0.7497  -1.3367  3.0355  0.000
As  -0.1052  3.6014  -0.0306  0.012
C  -1.8601  -3.7008  -0.7444  0.000
H  -1.2749  4.8341  1.8307  0.000
H  -4.8308  2.6063  2.3226  0.000
C  -1.2371  -2.4802  1.2686  0.007
C  1.9627  5.3356  -1.0951  -0.001
H  1.4218  1.8603  2.3119  0.001
C  3.2420  5.6418  -1.5417  -0.001
C  -2.8196  2.0878  1.5507  0.010
H  3.9414  -3.3481  -2.1325  0.000
H  3.1615  2.0686  2.1418  0.001
C  -3.5482  0.6602  0.0647  0.017
C  3.4050  -3.1640  -1.2096  0.000
H  4.6330  0.8213  0.1076  -0.001
H  -0.5805  -1.8442  -3.3112  0.000
C  1.4621  -2.3420  -0.0592  0.003
V  -0.3961  1.0109  -0.0142  2.873
C  4.2228  4.6594  -1.5604  0.000
H  -1.6990  -3.6164  -4.6121  0.000
H  -3.1243  -4.8432  3.6245  0.000
C  -1.9046  -3.5798  0.7346  0.000
C  -4.1579  2.0764  1.6703  0.001
C  3.8308  0.2918  -0.3986  -0.003
H  -3.1097  -5.2972  1.2086  0.000
C  2.3234  1.4292  1.8759  0.010
H  0.2711  5.5942  1.4059  0.000
C  -1.2908  4.5666  -1.2160  0.003
H  -0.9704  4.4240  -2.2447  0.000
C  3.9600  -3.5474  0.0076  -0.001
C  3.9319  3.3718  -1.1288  -0.001
C  1.6635  4.0428  -0.6752  -0.001
H  3.4708  6.6451  -1.8783  0.000
H  4.0324  0.2182  -1.4622  0.000
H  -1.9682  -2.8623  4.5420  0.000
C  -2.4805  -4.6947  -1.4900  0.000
C  -2.4124  -4.6626  -2.8767  -0.001
H  3.7138  -0.7029  0.0218  0.000
C  -2.5841  -4.4323  1.5941  0.000
H  -3.0197  -5.4942  -0.9973  0.000
C  -1.1711  -2.6919  -1.4132  0.003
H  -5.5543  0.9250  0.5439  0.000
C  -1.2589  -2.1991  2.6250  0.001
N  -2.4191  1.1917  0.5396  0.017
C  2.1580  -2.5552  -1.2450  0.000
C  -3.7137  -0.3710  -0.9939  0.003
H  3.6902  -3.6362  2.1359  0.000
H  1.7358  -2.2779  -2.2032  0.000
H  1.4614  -2.5971  2.0831  0.000
C  -1.7358  -3.6372  -3.5305  0.000
C  -2.5946  -4.1733  2.9591  0.000
H  -3.3459  -1.3369  -0.6590  0.001
H  0.2541  4.1412  2.4214  0.000
H  4.9291  -4.0302  0.0308  0.000
H  2.4741  0.4333  2.2887  0.001
As  -0.3088  -1.5441  -0.1251  0.023
H  4.7112  2.6240  -1.1530  0.000
H  -2.1116  2.6461  2.1378  0.001
H  1.2059  6.1104  -1.0915  0.000
As  2.2196  1.2743  -0.0779  0.008
H  -4.7667  -0.4931  -1.2422  0.000
H  -2.3039  4.1929  -1.0889  0.000
H  -1.2630  5.6250  -0.9698  0.000
C  2.0076  -2.7286  1.1579  0.000
H  -3.1927  -0.1048  -1.9106  0.001
N  -4.5937  1.1753  0.7213  0.008
C  -1.9428  -3.0587  3.4777  0.000
C  -0.2312  4.6489  1.5921  0.002
H  -2.8975  -5.4405  -3.4524  0.000

***

2.
A structure of composition C32H35AsBrIrN4O5, computed with the ωB97M-V functional and the def2-TZVPD basis.

Results
**Orbital gap (alpha / beta)**: 8.367 / 8.367 eV
**Energy relative to the best compared isomer or geometry (same formula, charge and spin)**: 0.0 kJ/mol
**Total charge**: +2

Last column: Löwdin charge in e.
Element x y z (Å)
H  -1.5275  -1.1732  2.1994  0.086
H  -5.7975  0.3752  -2.1723  0.116
N  0.4585  -1.4532  0.5406  -0.294
C  2.0357  -4.3766  -2.0324  -0.130
O  -2.1567  0.5831  -5.7298  0.134
C  -1.5953  0.3905  -4.5401  -0.280
C  2.6807  -3.7318  -3.2593  -0.102
O  2.4487  -0.9064  -1.2354  -0.199
H  -2.5224  6.1656  1.2092  0.118
H  -0.7980  2.2238  5.7095  0.117
N  3.8697  -3.0299  -1.2937  0.105
H  2.6663  0.4193  3.8099  0.097
C  -0.8692  1.8498  3.6043  -0.078
H  -4.2848  2.2092  -2.8604  0.118
C  -2.8950  1.8616  -1.2691  -0.128
Br  1.3432  2.1608  -2.1710  0.960
O  1.9023  -0.9034  -3.4250  0.085
C  -4.5888  -0.1985  -0.4978  -0.053
C  0.5605  3.8641  0.9210  -0.145
H  1.1785  -3.7920  -1.6883  0.111
C  -2.5982  1.1005  -0.1393  -0.364
C  -1.2899  -0.7604  -2.4634  -0.081
H  2.1962  -1.2690  4.0847  0.092
H  -2.8346  3.7458  0.9220  0.112
N  -0.3528  0.1170  -2.0895  -0.177
C  -4.0456  1.6006  -1.9978  -0.065
H  -1.6968  -1.8003  4.5589  0.114
H  0.7777  -3.7860  1.6509  0.082
C  -1.2442  0.1689  5.2869  -0.053
H  3.3372  1.7093  0.8766  0.121
C  1.9818  -0.6023  2.0739  -0.255
C  3.1537  -4.3353  -1.0014  -0.076
H  2.8264  -4.3315  0.0351  0.122
C  -1.9251  -0.6573  -3.6808  0.044
H  1.7261  5.6448  1.1718  0.115
H  1.7032  -5.3965  -2.2103  0.132
C  -0.7212  3.3281  0.8296  -0.395
H  4.2972  -2.2280  -3.2309  0.171
C  1.1380  -1.6958  1.6431  -0.291
C  3.4263  -2.5439  -2.6602  -0.138
C  -1.4526  -0.7796  4.2935  -0.064
H  -2.8061  -0.1006  -5.9398  0.139
C  0.7303  5.2285  1.0975  -0.057
As  -0.9215  1.4189  0.7523  1.295
H  -2.6799  -1.3832  -3.9521  0.137
H  -2.2366  2.6639  -1.5808  0.107
H  -3.2287  -0.5405  1.1108  0.091
C  -4.8933  0.5713  -1.6114  -0.058
H  3.7207  -0.8825  3.2734  0.111
O  2.7760  1.4800  1.6309  -0.013
H  -1.3177  -0.1127  6.3288  0.117
Ir  0.8562  0.2499  -0.4032  1.048
C  2.6764  -0.5841  3.3914  0.032
H  -5.2508  -0.9980  -0.1931  0.117
H  0.0898  -2.9574  3.0287  0.087
C  2.4934  -1.3339  -2.4623  -0.579
C  -0.3799  6.0576  1.1893  -0.050
H  3.5621  -2.2808  -0.6534  0.144
H  -0.3293  2.1337  -4.7979  0.143
C  -0.0508  1.1000  -2.9356  -0.675
N  2.0564  0.3692  1.2251  -0.188
C  -1.3623  -0.4183  2.9582  -0.133
H  -0.2479  7.1225  1.3259  0.117
C  -1.6577  5.5219  1.1203  -0.050
C  -3.4412  0.0614  0.2393  -0.082
C  -1.8337  4.1557  0.9484  -0.090
C  -0.9531  1.4792  4.9403  -0.053
O  -0.3488  -2.2677  0.0392  -0.084
H  3.3768  -4.4182  -3.7428  0.133
H  1.4266  3.2155  0.8810  0.059
C  -1.0753  0.9015  2.6079  -0.332
H  -0.6474  2.8790  3.3548  0.103
H  4.8794  -3.1320  -1.2309  0.184
C  0.9605  -2.9859  2.3676  0.000
H  1.9652  -3.3870  -4.0008  0.130
H  1.8328  -3.2270  2.9721  0.090
H  -1.5074  -1.5449  -1.7513  0.114
H  3.8710  -5.1397  -1.1490  0.138
C  -0.6158  1.3176  -4.1516  0.020

***

3.
A structure of composition C32H35N6O4S2V, computed with the ωB97M-V functional and the def2-TZVPD basis.

Results
**Orbital gap**: 6.265 eV
**Energy relative to the best compared isomer or geometry (same formula, charge and spin)**: 14.7 kJ/mol
**Total charge**: -2

Last column: Löwdin charge in e.
Element x y z (Å)
O  -3.2527  1.2370  -2.2645  -0.471
H  5.3306  -2.4072  2.5607  0.094
C  2.5028  -0.9318  1.2696  -0.184
C  2.9285  2.2762  -0.4808  -0.710
H  -3.8035  0.3868  2.9409  0.086
C  -0.7814  4.4665  -4.0342  -0.055
C  -0.9766  2.3484  -2.9320  -0.334
H  -3.8132  -6.0414  0.3222  0.075
H  1.0815  3.1837  -1.1703  0.114
N  -0.0458  -2.1715  -0.9446  -0.035
H  1.5336  5.8376  -5.0284  0.075
C  3.2989  -0.2867  4.2637  -0.102
H  0.3579  1.8625  2.9473  0.121
C  1.3789  2.5544  -0.3236  -0.142
H  -1.7859  1.3507  4.0785  0.119
C  0.3902  4.0475  -4.6647  -0.290
H  -4.9872  -3.9901  0.2960  0.096
C  2.6790  -1.2711  -1.1116  -0.214
H  4.0981  -2.1778  0.6648  0.087
C  -0.9124  -4.3278  -0.3327  -0.044
H  5.0681  -1.3794  4.6594  0.078
C  -1.4617  3.6282  -3.1673  -0.075
H  0.5662  0.9296  -3.3208  0.096
H  1.1499  3.0824  0.6048  0.111
H  1.7864  2.4328  -4.8695  0.107
H  -3.7320  -0.0222  0.4888  0.115
C  -3.5949  3.2469  1.6720  -1.060
H  0.0802  -4.7246  -0.5085  0.089
C  -1.9780  -0.6973  3.4332  -0.203
H  -2.4817  0.9966  1.0525  0.039
O  -1.1027  -0.0073  -1.8397  -0.558
C  2.3143  -2.7147  -1.4368  -0.163
N  1.9716  -0.8355  0.0798  -0.034
H  -1.3375  -1.4402  2.9471  0.101
C  -1.1338  0.5287  3.7655  -0.168
C  1.6829  -0.2590  2.2973  -0.188
C  -2.8283  -0.0300  1.1041  -0.226
H  2.4299  -3.3364  -0.5430  0.107
H  -2.3239  -1.1575  4.3639  0.102
H  0.7950  -2.1123  -2.8061  0.120
N  -4.4792  2.7431  2.2478  -0.025
N  -1.7942  -0.8922  0.5197  -0.024
H  -0.9523  1.5657  1.8841  0.053
C  0.1830  1.9164  -3.5454  -0.073
O  3.6462  2.7926  0.3879  -0.051
V  0.0682  -0.1333  -0.1750  0.963
H  -2.3580  3.9571  -2.6537  0.103
H  3.7483  -1.0936  -0.9990  0.115
H  2.3731  -0.6074  -1.9238  0.104
N  0.4947  0.0837  1.8545  -0.023
C  -1.8683  -5.2814  -0.0304  -0.129
C  -2.0930  -2.1184  0.1944  -0.206
C  -0.9833  -2.9095  -0.4054  -0.208
O  3.2235  1.5297  -1.4372  -0.066
C  -3.1851  -0.4207  2.5403  -0.174
C  -3.4249  -2.6317  0.2368  -0.018
H  -4.1854  -1.8652  0.2901  0.098
C  -3.2276  -5.1389  0.1920  -0.152
H  2.9711  -3.1186  -2.2134  0.110
H  3.3910  0.1555  5.2519  0.097
H  0.5660  -3.7497  -2.2118  0.103
S  -1.8837  1.3438  -1.7241  0.759
S  -2.3496  3.9561  0.8607  0.375
C  0.8699  -2.7445  -1.9116  -0.219
H  1.5439  0.8100  4.1091  0.083
H  0.4849  5.3729  -6.3655  0.069
H  1.9770  4.4758  -6.0562  0.066
C  -0.3029  1.0631  2.5959  -0.211
H  -1.1544  5.4699  -4.2144  0.105
C  4.3114  -1.1682  3.9135  -0.140
C  1.1369  4.9824  -5.5805  -0.070
H  -0.4815  0.2944  4.6124  0.093
C  0.8619  2.7654  -4.4113  -0.041
C  -3.9048  -3.9201  0.2297  -0.109
N  0.6301  1.3553  -0.3721  -0.080
C  4.4620  -1.7625  2.6655  -0.110
C  3.7116  -1.6380  1.5178  -0.019
H  -3.7986  -1.3266  2.5222  0.096
C  2.1718  0.1133  3.5739  -0.014
H  -1.4910  -6.3005  -0.0026  0.091